# C2H5OP

A cluster of 2 separate species, C2H5OP in total (ωB97M-V/def2-TZVPD, the Open Molecules 2025 dataset).

```
9
C2H5OP | the Open Molecules 2025 dataset | ωB97M-V/def2-TZVPD
C -0.947 -0.620 -0.997
C 0.323 0.835 0.428
O -0.298 -0.474 0.115
P -3.640 0.617 0.578
H -0.557 0.120 -1.742
H 1.275 0.536 0.830
H -0.281 1.406 1.255
H 0.435 1.508 -0.479
H -2.703 -0.321 0.139
```

Its total energy is -13484.3396 eV. Its frontier orbital gap (alpha / beta) is 7.08 / 7.17 eV. The calculation puts the highest occupied orbital energy (alpha / beta) at -8.49 / -8.54 eV. The calculation puts the energy above the lowest of the compared OMol25 structures with the same formula, charge and spin at 150.7 kcal/mol. As for the multiplicity: 1. As for the net charge: 0.